No. 1
{"formula": "C4H12NO2S2", "method": "wB97M-V/def2-TZVPD", "lumo_energy_ev": [-3.323, -6.866], "total_charge": 1, "e_homo_ev": [-9.321, -12.613], "relative_energy_kcal_mol": 0.0, "spin_multiplicity": 3, "energy_ha": -1160.775896, "symbols": ["C", "C", "C", "C", "N", "O", "O", "S", "S", "H", "H", "H", "H", "H", "H", "H", "H", "H", "H", "H", "H"], "coordinates": [[1.429287, 1.064265, 1.373554], [-0.101882, -0.042723, -0.439019], [0.825826, 1.185285, -0.040332], [-0.891629, -0.893567, 0.604950], [0.795978, -1.038256, -1.124356], [1.910656, 1.205626, -0.960613], [-1.306936, -2.152808, -0.088351], [-3.372224, 0.655526, -0.923087], [-2.372834, 0.251665, 0.930116], [2.058208, 0.239845, 1.587497], [0.603373, 0.908537, 2.051154], [2.106082, 2.021136, 1.617964], [-0.902080, 0.342831, -1.119609], [0.296431, 2.118206, -0.077320], [-0.417267, -0.966989, 1.687448], [1.726543, -0.723020, -0.865609], [0.758104, -1.098623, -2.220243], [0.745748, -2.011103, -0.735013], [2.557110, 1.816491, -0.467348], [-2.214548, -2.513354, 0.100605], [-4.233946, -0.368966, -0.892390]], "atomic_forces_ev_per_a": [[0.2, 2.4, 0.1], [-0.6, 0.0, -0.4], [0.7, -1.5, 1.5], [-1.7, -0.1, 1.7], [0.6, -1.3, -1.8], [1.1, 1.5, 1.0], [0.6, 1.4, 1.0], [-2.7, 1.3, -3.1], [2.8, -0.9, 3.0], [0.8, -1.1, -0.5], [-0.2, 0.8, 0.7], [-1.9, -1.9, -0.3], [1.0, -0.7, 0.0], [-0.7, 0.3, -0.2], [-0.6, -0.7, -2.5], [0.7, 0.3, -0.6], [-0.1, 0.3, 2.7], [-0.7, 0.9, -0.6], [-1.0, -1.3, -1.6], [1.2, 1.0, 0.3], [0.3, -0.4, -0.3]], "mulliken_charge": [-1.312, -0.028, 0.138, -0.074, -0.344, -0.588, -0.563, -0.310, 0.087, 0.415, 0.367, 0.373, 0.100, 0.360, 0.298, 0.406, 0.354, 0.363, 0.396, 0.359, 0.204]}

No. 2
{"formula": "C2H5NOS", "method": "wB97M-V/def2-TZVPD", "lumo_energy_ev": 0.317, "e_homo_ev": -7.846, "relative_energy_kcal_mol": 55.4, "smiles": "NC(=S)CO", "energy_ha": -607.318475, "symbols": ["N", "C", "S", "C", "O", "H", "H", "H", "H", "H"], "coordinates": [[0.371493, 1.469211, -0.022545], [0.695760, 0.211788, -0.077345], [2.758473, -0.291988, 0.058242], [-0.297135, -0.875966, -0.118023], [-1.581635, -0.361223, 0.195118], [-0.608296, 1.730882, 0.022576], [1.094500, 2.171367, 0.034586], [-0.289196, -1.311426, -1.129944], [0.014958, -1.658511, 0.580650], [-2.158920, -1.084138, 0.456687]], "atomic_forces_ev_per_a": [[-0.5, -0.7, 0.0], [5.3, -0.6, 0.5], [-4.7, 1.1, -0.4], [-0.4, -0.1, -0.1], [-0.2, 0.1, 0.0], [0.1, 0.1, 0.0], [0.0, -0.1, 0.0], [0.2, 0.1, 0.2], [0.1, 0.2, -0.1], [0.0, 0.0, 0.0]], "mulliken_charge": [-0.327, 0.062, -0.395, -0.159, -0.535, 0.241, 0.245, 0.269, 0.302, 0.296]}

No. 3
{"formula": "C28H22Cl4InN8O3Te", "method": "wB97M-V/def2-TZVPD", "lumo_energy_ev": -3.454, "total_charge": 1, "e_homo_ev": -9.904, "relative_energy_kcal_mol": 0.0, "energy_ha": -4042.695232, "symbols": ["In", "C", "N", "C", "N", "C", "N", "C", "C", "C", "C", "C", "C", "C", "N", "N", "C", "O", "C", "C", "C", "C", "C", "C", "N", "C", "N", "C", "N", "C", "H", "H", "H", "H", "H", "H", "H", "H", "H", "H", "H", "H", "H", "H", "H", "H", "Cl", "C", "C", "Cl", "C", "Cl", "C", "O", "C", "O", "C", "Cl", "C", "Te", "C", "H", "H", "H", "H", "H", "H"], "coordinates": [[2.160343, -0.416097, -0.899549], [1.512243, 1.714903, 4.374451], [1.982643, 0.847803, 3.315951], [1.820743, 0.979703, 2.001551], [2.340343, -0.080297, 1.396051], [2.809543, -0.845997, 2.409451], [2.598843, -0.303297, 3.573951], [0.015043, 1.895203, 4.268751], [-0.600857, 3.136603, 4.371451], [-1.974857, 3.245603, 4.215851], [-2.741457, 2.139103, 3.890651], [-2.125057, 0.899003, 3.774551], [-0.756757, 0.778303, 4.001351], [-2.754457, -0.291097, 3.233951], [-2.374557, -1.512797, 3.470751], [-2.907257, -2.285297, 2.518951], [-3.595457, -1.512697, 1.733651], [-3.567857, -0.225897, 2.153451], [-4.014457, -1.855197, 0.384551], [-5.080657, -1.280097, -0.293449], [-5.242757, -1.545997, -1.642949], [-4.315357, -2.312297, -2.332749], [-3.243457, -2.884397, -1.656949], [-2.157357, -3.664497, -2.366449], [-0.866157, -3.346697, -1.800349], [-0.283957, -2.155597, -1.701049], [0.854243, -2.289197, -1.030549], [0.919543, -3.610497, -0.739349], [-0.115857, -4.258997, -1.190649], [-3.124857, -2.686197, -0.292249], [2.027943, 2.676903, 4.316851], [1.779143, 1.228203, 5.316751], [1.342243, 1.796803, 1.495351], [3.295643, -1.792197, 2.274751], [-0.010557, 4.019603, 4.566551], [-2.445557, 4.210603, 4.316751], [-3.804057, 2.231703, 3.735651], [-0.313257, -0.202897, 3.924951], [-5.776057, -0.642297, 0.228351], [-6.079157, -1.123497, -2.176149], [-4.422357, -2.459697, -3.396949], [-2.147557, -3.428297, -3.434049], [-2.295257, -4.741597, -2.237149], [-0.664757, -1.231297, -2.098249], [1.724343, -4.067797, -0.196649], [-2.325457, -3.137497, 0.276451], [-1.569057, 4.280403, -4.298949], [-0.395757, 3.076403, -3.946049], [0.355843, 2.514903, -4.977249], [0.185743, 3.082903, -6.590049], [1.260043, 1.497003, -4.689049], [2.215043, 0.780803, -5.923649], [1.436843, 1.047603, -3.382749], [2.207343, 0.024803, -3.062649], [0.745343, 1.682903, -2.316349], [0.968943, 1.311803, -1.057749], [-0.187757, 2.668203, -2.628749], [-1.034257, 3.426003, -1.335249], [6.240843, -0.691697, -0.813849], [4.651043, -0.292797, -2.244149], [4.593243, 1.812603, -1.808249], [7.056143, 0.009703, -0.972649], [6.607443, -1.700097, -0.997049], [5.886443, -0.623797, 0.215051], [5.264543, 2.342803, -2.478749], [4.884243, 1.989003, -0.772749], [3.572343, 2.150703, -1.975349]], "atomic_forces_ev_per_a": [[-0.3, 0.4, -0.6], [-0.3, 0.5, 0.6], [0.1, 0.0, -1.0], [-0.1, 0.3, 0.0], [-0.2, 0.0, -1.1], [0.0, 0.0, 0.2], [0.5, -0.7, 0.8], [-0.1, 0.0, 0.0], [0.1, -0.1, 0.0], [0.0, 0.0, 0.0], [0.1, -0.1, 0.1], [0.2, 0.4, 0.0], [-0.2, 0.1, 0.1], [0.1, -0.9, 0.1], [0.4, 1.3, 1.0], [-0.8, -0.6, -1.2], [0.3, -0.4, 0.6], [0.0, 0.1, -0.1], [0.0, 0.1, -0.4], [0.0, -0.1, 0.1], [0.0, 0.0, 0.0], [0.2, -0.1, 0.1], [0.0, 0.0, 0.1], [-0.8, -0.2, -0.3], [0.6, 0.9, 0.0], [-0.1, 0.0, -0.2], [0.4, 1.1, 0.0], [-0.1, -0.1, 0.0], [0.2, -1.1, 0.3], [-0.2, 0.1, -0.1], [0.0, -0.1, 0.0], [0.1, 0.0, -0.2], [-0.2, 0.2, 0.0], [0.1, -0.2, 0.0], [0.1, 0.1, 0.0], [-0.1, 0.1, 0.0], [-0.1, 0.0, -0.1], [0.1, -0.1, -0.1], [-0.1, 0.1, 0.0], [-0.1, 0.1, 0.0], [0.0, 0.0, -0.1], [0.0, -0.1, 0.1], [0.1, 0.1, -0.1], [-0.2, 0.1, -0.1], [0.0, -0.1, 0.1], [0.1, 0.0, 0.0], [0.0, 0.1, 0.0], [0.1, 0.0, -0.2], [-0.1, 0.1, 0.2], [0.0, 0.0, 0.0], [0.1, 0.0, 0.2], [0.1, -0.2, -0.1], [-0.7, 0.5, 0.3], [0.3, -0.6, 0.5], [-0.2, 0.2, -0.9], [0.4, -0.9, 0.8], [0.2, 0.0, 0.1], [-0.1, 0.0, 0.2], [-0.2, 0.0, -0.1], [0.5, 0.0, 1.0], [-0.1, 0.0, 0.0], [0.0, 0.1, -0.1], [0.0, 0.0, 0.0], [0.0, 0.1, -0.1], [0.0, -0.1, 0.0], [0.0, -0.1, -0.1], [0.0, 0.0, 0.0]], "mulliken_charge": [1.950, -0.952, 0.931, -0.318, -0.335, -0.559, -0.951, 0.445, -0.856, -0.747, -0.679, 0.407, -0.136, 0.406, -0.507, -0.491, 0.420, -0.270, 0.379, -0.647, -0.721, -0.849, 0.438, -0.986, 1.022, -0.448, -0.321, -0.559, -0.922, -0.180, 0.422, 0.321, 0.633, 0.528, 0.435, 0.420, 0.514, 0.717, 0.510, 0.418, 0.454, 0.436, 0.309, 0.663, 0.491, 0.741, -0.184, 0.305, 0.204, -0.188, 0.199, -0.189, 0.284, -1.103, 0.138, -0.655, -0.041, -0.195, -1.091, 0.404, -0.769, 0.363, 0.350, 0.315, 0.407, 0.368, 0.103]}

No. 4
{"formula": "C4H7PS", "method": "wB97M-V/def2-TZVPD", "lumo_energy_ev": -0.001, "e_homo_ev": -8.747, "relative_energy_kcal_mol": 63.8, "smiles": "C#CP.CC=S", "energy_ha": -896.008591, "symbols": ["C", "C", "P", "H", "H", "H", "C", "C", "S", "H", "H", "H", "H"], "coordinates": [[-0.163956, 2.909089, 0.657655], [-1.330585, 2.716239, 1.033429], [-2.935798, 2.123578, 1.310635], [0.843071, 3.106692, 0.388119], [-2.774526, 1.266046, 0.192746], [-2.471489, 1.197727, 2.248558], [0.716300, -0.091593, -0.180668], [-0.180627, -1.205414, -0.487984], [-1.189331, -1.405090, -1.698088], [1.726759, -0.476120, -0.538960], [0.450876, 0.850835, -0.813897], [0.823669, 0.186556, 0.814470], [0.004061, -1.974761, 0.332521]], "atomic_forces_ev_per_a": [[-3.6, -0.2, 1.4], [4.8, 0.9, -1.5], [-0.8, -0.1, -0.2], [0.1, 0.1, 0.0], [-0.4, -0.2, 0.2], [-0.2, -0.4, 0.3], [0.9, 1.7, -4.2], [0.5, -1.2, 2.3], [-0.3, -0.1, -0.4], [-0.9, 0.6, 0.4], [0.6, -1.7, 1.1], [-0.1, 0.2, 1.9], [-0.7, 0.3, -1.2]], "mulliken_charge": [-0.036, -0.283, -0.169, 0.417, 0.037, 0.040, -0.769, -0.103, -0.237, 0.323, 0.177, 0.363, 0.241]}